Entry 1:
{
  "formula": "C23H24N4O2RuSe",
  "method": "ωB97M-V/def2-TZVPD",
  "species": ["Ru", "N", "C", "C", "C", "C", "C", "C", "C", "C", "N", "C", "H", "H", "H", "H", "H", "H", "H", "H", "C", "C", "C", "C", "C", "C", "C", "C", "C", "C", "O", "O", "H", "H", "H", "H", "H", "H", "H", "H", "H", "H", "H", "C", "C", "C", "N", "H", "H", "H", "H", "H", "Se", "C", "N"],
  "coordinates": [[-0.4758, -1.4722, 0.3644], [-0.6720, -3.5429, 0.0780], [0.4793, -4.2340, 0.6458], [0.5164, -5.5643, 0.9264], [1.7014, -6.1321, 1.4486], [2.8047, -5.3593, 1.6669], [2.7688, -3.9668, 1.4122], [3.8490, -3.0891, 1.6688], [3.6965, -1.7522, 1.4555], [2.4542, -1.2618, 1.0108], [1.4425, -2.0539, 0.7466], [1.5823, -3.4075, 0.9211], [-1.5551, -3.8850, 0.4498], [-0.7021, -3.7146, -0.9282], [-0.3476, -6.1909, 0.7429], [1.7261, -7.1899, 1.6685], [3.7143, -5.7976, 2.0560], [4.7827, -3.4896, 2.0425], [4.4960, -1.0520, 1.6476], [2.2809, -0.2054, 0.8699], [0.8650, 6.2920, -2.3103], [0.6081, 4.8912, -1.8278], [-0.2001, 4.0215, -2.5482], [-0.4314, 2.7204, -2.1210], [-1.3089, 1.7967, -2.9253], [0.1636, 2.2961, -0.9343], [0.9900, 3.1415, -0.1915], [1.6560, 2.6690, 1.0746], [1.1956, 4.4324, -0.6530], [-0.1001, 0.9193, -0.4408], [-0.9188, 0.6752, 0.4847], [0.5195, -0.0844, -0.9405], [0.1831, 6.5662, -3.1133], [1.8847, 6.3860, -2.6877], [0.7485, 7.0118, -1.5000], [-0.6587, 4.3617, -3.4698], [-1.4129, 2.1555, -3.9475], [-2.3088, 1.7364, -2.4919], [-0.8977, 0.7870, -2.9616], [0.9793, 2.0754, 1.6915], [1.9994, 3.5133, 1.6690], [2.5361, 2.0635, 0.8407], [1.8292, 5.1008, -0.0804], [-4.7231, 1.5083, -0.0890], [-4.8668, 0.0083, -0.3669], [-3.5777, -0.6788, -0.3574], [-2.5658, -1.2150, -0.3490], [-5.7153, 1.9411, 0.0173], [-4.2168, 2.0129, -0.9078], [-4.1636, 1.6852, 0.8274], [-5.3361, -0.1833, -1.3329], [-5.4818, -0.4712, 0.3966], [-0.4951, -2.7659, 5.0176], [-0.6205, -2.1921, 3.3736], [-0.7008, -1.8172, 2.2609]],
  "orbital_gap_ha": [0.2590, 0.2176],
  "multiplicity": 2,
  "lumo_energy_ev": [-3.51, -4.56],
  "de_lowest_ev": 1.1516,
  "total_charge": 1
}

=====

Entry 2:
{
  "formula": "C23H24N4O4",
  "method": "ωB97M-V/def2-TZVPD",
  "species": ["C", "O", "C", "C", "C", "C", "C", "C", "N", "C", "C", "C", "C", "C", "O", "N", "C", "C", "N", "C", "C", "N", "C", "C", "C", "C", "O", "C", "C", "O", "C", "H", "H", "H", "H", "H", "H", "H", "H", "H", "H", "H", "H", "H", "H", "H", "H", "H", "H", "H", "H", "H", "H", "H", "H"],
  "coordinates": [[3.5898, -5.9885, 1.8337], [2.5266, -5.6589, 2.6987], [1.3272, -5.2211, 2.2234], [0.3688, -5.0203, 3.2123], [-0.9054, -4.5730, 2.9199], [-1.2552, -4.3284, 1.6053], [-2.6343, -3.8353, 1.2242], [-2.5061, -2.5088, 0.5726], [-2.2233, -2.2950, -0.6689], [-2.1505, -0.9280, -0.7921], [-1.8992, -0.1074, -1.8833], [-1.9003, 1.2551, -1.6695], [-2.1499, 1.8069, -0.4048], [-2.1660, 3.2785, -0.1612], [-2.8120, 3.7861, 0.7346], [-1.4113, 4.0175, -1.0181], [-1.2237, 5.4320, -0.8147], [0.0374, 5.7218, 0.0208], [1.2119, 5.2055, -0.6251], [1.6757, 3.9188, -0.5192], [2.7342, 3.8277, -1.3724], [2.9253, 5.0174, -2.0009], [2.0046, 5.8258, -1.5445], [1.8415, 7.2447, -1.9478], [-2.4246, 0.9941, 0.6905], [-2.4122, -0.3666, 0.4760], [-2.6356, -1.3943, 1.3337], [-0.3099, -4.5187, 0.6062], [0.9780, -4.9536, 0.8844], [1.9271, -5.1300, -0.0914], [1.5835, -4.8441, -1.4248], [3.9421, -5.1201, 1.2737], [3.3121, -6.7802, 1.1349], [4.3850, -6.3452, 2.4886], [0.6617, -5.2260, 4.2295], [-1.6182, -4.4250, 3.7164], [-3.0937, -4.5280, 0.5171], [-3.2593, -3.7410, 2.1117], [-1.7177, -0.5281, -2.8586], [-1.7373, 1.9096, -2.5130], [-0.7484, 3.5510, -1.6172], [-1.1520, 5.9228, -1.7888], [-2.1006, 5.8007, -0.2784], [-0.0686, 5.2421, 0.9975], [0.1427, 6.7993, 0.1639], [1.2329, 3.2100, 0.1510], [3.3695, 2.9893, -1.5750], [0.8653, 7.4189, -2.3995], [2.6138, 7.4840, -2.6720], [1.9467, 7.9061, -1.0878], [-2.6382, 1.4306, 1.6527], [-0.6047, -4.3009, -0.4076], [1.2862, -3.7984, -1.5510], [2.4875, -5.0347, -2.0019], [0.7811, -5.4963, -1.7838]],
  "smiles": "COc1ccc(Cc2nc3ccc(C(=O)NCCn4ccnc4C)cc3o2)cc1OC",
  "orbital_gap_ha": 0.3147,
  "lumo_energy_ev": 0.45,
  "de_lowest_ev": 2.7680
}

=====

Entry 3:
{
  "formula": "C23H25AsN2O3S5TcTe",
  "method": "ωB97M-V/def2-TZVPD",
  "species": ["Tc", "C", "C", "C", "C", "C", "C", "C", "S", "O", "O", "N", "C", "C", "C", "C", "C", "N", "H", "H", "H", "H", "H", "H", "H", "H", "H", "H", "H", "S", "As", "S", "S", "S", "C", "Te", "C", "C", "C", "C", "C", "C", "C", "H", "H", "H", "H", "H", "H", "H", "H", "C", "C", "C", "O", "H", "H", "H", "H", "H", "H"],
  "coordinates": [[-1.0858, 1.4557, -0.2940], [6.3406, 0.6315, -4.3954], [5.0745, 0.6544, -3.5989], [3.9224, 0.0111, -4.0598], [2.7544, 0.0159, -3.3230], [2.7558, 0.6944, -2.1027], [3.8890, 1.3559, -1.6072], [5.0355, 1.3259, -2.3665], [1.3380, 0.7086, -1.1645], [1.6462, -0.1300, 0.0998], [0.1754, 0.1533, -1.8614], [0.9698, 2.1040, -0.5360], [0.5298, 3.0885, -1.4803], [1.2706, 3.9947, -2.1952], [0.5667, 4.8671, -3.0194], [-0.8228, 4.8040, -3.0976], [-1.5002, 3.8723, -2.3423], [-0.8209, 3.0304, -1.5460], [6.2018, 0.1618, -5.3657], [7.1126, 0.0810, -3.8540], [6.7180, 1.6439, -4.5449], [3.9425, -0.4983, -5.0141], [1.8626, -0.4769, -3.6859], [3.8641, 1.8711, -0.6550], [5.9244, 1.8287, -2.0072], [2.3473, 4.0261, -2.1073], [1.1046, 5.6044, -3.6012], [-1.3723, 5.4797, -3.7368], [-2.5761, 3.7803, -2.3486], [-5.5810, 2.6859, 2.7501], [-6.2141, 3.3977, 0.9911], [-3.4423, 1.4119, 0.5687], [-1.8726, 2.4547, 1.4733], [-4.5638, 2.6743, -0.5596], [-2.5809, -1.0862, 3.1193], [-2.2260, -1.7052, 1.1260], [-1.5790, -3.4982, 2.0749], [-2.7560, -3.5726, 3.0197], [-3.3334, -4.7870, 3.3727], [-4.3679, -4.7998, 4.2952], [-4.8451, -3.6088, 4.8391], [-4.2957, -2.3919, 4.4635], [-3.2399, -2.3738, 3.5619], [-3.2575, -0.2337, 3.1176], [-1.6438, -0.8287, 3.6137], [-0.6066, -3.3918, 2.5497], [-1.5550, -4.2958, 1.3353], [-2.9703, -5.7126, 2.9449], [-4.8119, -5.7418, 4.5862], [-5.6587, -3.6305, 5.5511], [-4.6794, -1.4679, 4.8764], [1.1226, -0.8376, 2.2658], [0.7374, -1.0354, 0.8249], [0.9516, -2.4380, 0.2592], [-0.6435, -0.5773, 0.6113], [2.1772, -1.0798, 2.3930], [0.5474, -1.4976, 2.9133], [0.9587, 0.1999, 2.5562], [1.2536, -3.1310, 1.0419], [1.7453, -2.4200, -0.4834], [0.0624, -2.8208, -0.2421]],
  "orbital_gap_ha": [0.2397, 0.2396],
  "lumo_energy_ev": [-10.00, -10.00],
  "total_charge": 3
}

=====

Entry 4:
{
  "formula": "C23H25BF6IrN5O8S4",
  "method": "ωB97M-V/def2-TZVPD",
  "species": ["Ir", "F", "C", "F", "F", "S", "O", "O", "N", "S", "O", "O", "C", "F", "F", "F", "B", "N", "C", "C", "C", "N", "N", "C", "C", "C", "N", "H", "H", "H", "H", "H", "H", "H", "H", "C", "C", "C", "C", "C", "C", "C", "S", "O", "O", "O", "H", "H", "H", "H", "H", "H", "H", "C", "C", "C", "C", "C", "C", "C", "S", "C", "O", "H", "H", "H", "H", "H", "H", "H", "H", "H", "H"],
  "coordinates": [[-0.3129, 0.0134, -0.4539], [0.2241, -4.1937, -3.6064], [1.0851, -3.3671, -3.0490], [1.9985, -3.0078, -3.9370], [1.7055, -4.0141, -2.0560], [0.2977, -1.8239, -2.3454], [1.4435, -0.9805, -2.0344], [-0.3867, -2.2648, -1.1308], [-0.5046, -1.3331, -3.5656], [-0.6817, 0.2434, -3.7262], [-0.1504, 1.0805, -2.6357], [-1.7994, 0.6349, -4.5095], [0.6944, 0.5355, -4.9819], [0.6969, 1.8274, -5.3120], [1.8957, 0.2303, -4.4856], [0.4984, -0.1860, -6.0771], [-0.2312, 1.4267, 2.9682], [-0.3150, 2.2512, 1.7147], [-0.7944, 3.5151, 1.6615], [-0.5489, 4.0294, 0.4106], [0.1083, 2.9965, -0.2705], [0.2399, 1.9344, 0.5315], [-0.2272, -0.0545, 2.7688], [0.0431, -0.9533, 3.7657], [-0.3004, -2.1986, 3.3268], [-0.7735, -1.9872, 2.0081], [-0.7064, -0.7001, 1.7025], [0.7551, 1.7520, 3.5997], [-1.1515, 1.7144, 3.7063], [-1.2704, 3.9574, 2.5190], [-0.7890, 5.0103, 0.0446], [0.4991, 2.9724, -1.2730], [0.4512, -0.6351, 4.7090], [-0.2400, -3.1355, 3.8496], [-1.1632, -2.6993, 1.3007], [-4.4142, 6.3544, -2.4841], [-4.1335, 4.9108, -2.1879], [-3.4143, 4.1374, -3.0922], [-3.0859, 2.8202, -2.8003], [-3.5265, 2.2585, -1.6199], [-4.2648, 3.0030, -0.7073], [-4.5801, 4.3150, -1.0083], [-3.1023, 0.6016, -1.0724], [-4.3140, -0.0831, -0.7680], [-2.1740, -0.1404, -1.9662], [-2.2820, 0.9550, 0.1393], [-3.7348, 6.7364, -3.2428], [-4.3326, 6.9662, -1.5872], [-5.4316, 6.4561, -2.8670], [-3.0996, 4.5639, -4.0354], [-2.5326, 2.2374, -3.5045], [-4.6055, 2.5409, 0.2092], [-5.1854, 4.8883, -0.3177], [4.6467, -5.2160, 4.8097], [4.0470, -4.3653, 3.7302], [4.2344, -2.9838, 3.7075], [3.7420, -2.2122, 2.6683], [3.0596, -2.8291, 1.6322], [2.8008, -4.1934, 1.6657], [3.2895, -4.9516, 2.7164], [2.5261, -1.9626, 0.1409], [4.0863, -1.1595, -0.2936], [1.6757, -0.8251, 0.6819], [5.3891, -4.6646, 5.3822], [5.1193, -6.0991, 4.3811], [3.8739, -5.5656, 5.4960], [4.7875, -2.5042, 4.5048], [3.9029, -1.1420, 2.6562], [2.2430, -4.6565, 0.8616], [3.1019, -6.0175, 2.7404], [4.3766, -0.4706, 0.4944], [3.8961, -0.6177, -1.2163], [4.8413, -1.9268, -0.4471]],
  "orbital_gap_ha": [0.3386, 0.1544],
  "multiplicity": 6,
  "lumo_energy_ev": [-2.31, -7.31],
  "de_lowest_ev": 1.5648,
  "total_charge": 1
}

=====

| no. | energy (eV) | maximum force (eV Å⁻¹) |
| --- | --- | --- |
| 1 | -102219.80901 | 1.41 |
| 2 | -38391.18549 | 1.35 |
| 3 | -157858.37247 | 0.84 |
| 4 | -111234.85802 | 4.01 |